Record 1
One molecule with the formula C3H4O3 in a non-equilibrium geometry. Source: the Open Molecules 2025 dataset; level of theory: ωB97M-V with the def2-TZVPD basis set.

## Properties
E = -9312.34536 eV
lowest unoccupied orbital energy (spin up / spin down) = 0.0082 / -0.0527 Ha
HOMO energy (spin up / spin down) = -5.7 / -11.2 eV

The geometry in ORCA input format:
```
! RIJCOSX wB97M-V def2-TZVPD def2/J DEFGRID3
* xyz 0 3
C 1.3023 0.0504 -0.0024
C 0.4280 -0.0868 1.0725
C -0.4139 0.0448 -0.2143
O 2.3735 0.0449 -0.5337
O -1.0335 -1.1095 -0.6234
O -0.9936 1.3445 -0.3768
H 0.1948 -0.9631 1.7812
H 0.4458 0.7685 1.6315
H -0.7708 -1.2937 -1.4798
H -1.5328 1.2001 -1.2548
*
```

Record 2
A 5-piece molecular cluster, C58H56F13NO6P2 overall in a non-equilibrium geometry. Source: the Open Molecules 2025 dataset; level of theory: ωB97M-V with the def2-TZVPD basis set.

## Properties
SMILES = C=Cc1c(CC(=O)c2ccccc2)c(PP(=O)(O)O)c(CCCCCCCCCC)c2c1C(=O)C(N)=C(C(F)(F)C(F)(F)C(F)(F)C(F)(F)F)C2=O.Fc1ccccc1.Fc1ccccc1.Fc1ccccc1.Fc1ccccc1
E = -128700.46074 eV
lowest unoccupied orbital energy = -0.0878 Ha
HOMO energy = -8.9 eV

The geometry in ORCA input format:
```
! RIJCOSX wB97M-V def2-TZVPD def2/J DEFGRID3
* xyz 0 1
C -0.7022 4.2909 8.9656
C -1.1962 4.2895 7.5598
C -1.1707 2.9551 6.5572
C 0.2483 2.3541 5.9071
C 1.6718 3.0917 6.2517
C 1.7354 4.6884 5.8853
O 2.1122 5.5321 6.8829
C 1.3613 5.3809 4.4475
C 2.5292 6.3872 3.7997
C 2.3054 7.2091 2.3733
C 0.8698 7.0138 1.5886
C -0.2717 5.9918 2.2107
C -0.0734 5.1620 3.6372
C 0.1372 0.9834 4.9550
P 1.8105 0.2689 4.2590
P 2.5827 1.5160 2.6434
O 3.0576 0.5450 1.4489
O 4.0762 2.2822 3.2157
O 1.4663 2.7096 2.0374
C -1.3248 0.2355 4.6377
C -1.3460 -1.1251 3.6969
C -2.0287 -0.7842 2.2110
C -0.9967 0.1910 1.3271
C -0.6004 -0.4512 -0.1331
C -0.6594 0.7192 -1.2964
C 0.6273 0.6601 -2.3348
C 0.7242 1.9474 -3.3510
C 0.8509 1.5451 -4.9452
C 2.1700 2.1874 -5.6926
C 1.9591 3.7468 -6.1911
C -2.7104 0.8761 5.3089
C -2.6186 2.2403 6.2726
C -4.0723 2.7492 6.9188
O -4.2104 3.3096 8.1223
C -5.3950 2.4476 5.9403
N -6.4953 3.5121 6.0184
C -5.4778 1.2323 5.0344
C -6.8178 1.0181 4.0567
F -6.8659 -0.4533 3.7137
F -8.1030 1.2693 4.7984
C -6.7127 1.8024 2.6229
F -7.5934 1.0918 1.6677
F -5.3022 1.5768 2.1300
C -6.9129 3.4250 2.6882
F -8.0777 3.8909 3.4745
F -5.6895 4.1609 3.1833
C -7.1496 4.0178 1.1419
F -7.1494 5.5250 1.2490
F -6.0434 3.6819 0.2134
F -8.5089 3.6743 0.6055
C -4.2175 0.1836 5.0951
O -4.2796 -1.1480 5.0353
H -0.0395 5.1872 9.3932
H -1.0300 3.3780 9.6486
H -1.6802 5.2536 7.1059
H 1.8139 3.0002 7.4328
H 2.6194 2.5902 5.7790
H 3.5582 6.5151 4.3877
H 3.1775 7.9074 2.0229
H 0.7319 7.6392 0.5855
H -1.2800 5.9038 1.5951
H -0.9017 4.4417 4.0839
H 2.7563 0.2659 5.3833
H 4.7344 1.5126 3.3483
H 1.9679 3.5909 1.9066
H -0.2829 -1.5603 3.4615
H -1.9650 -2.0177 4.1817
H -2.1731 -1.8501 1.6951
H -3.0534 -0.2322 2.3846
H -1.4308 1.2985 1.2582
H 0.0275 0.2885 1.9319
H 0.5182 -0.8514 -0.0544
H -1.2430 -1.4159 -0.4182
H -0.6194 1.7601 -0.7615
H -1.6734 0.5300 -1.8886
H 0.4331 -0.2929 -3.0231
H 1.6556 0.5904 -1.7647
H -0.2741 2.5862 -3.2498
H 1.6390 2.6382 -3.0273
H 0.8883 0.3814 -5.1374
H -0.1015 1.9664 -5.4944
H 2.4443 1.5568 -6.6668
H 3.1489 2.1765 -5.0226
H 0.8545 3.9511 -6.5902
H 2.1982 4.5062 -5.3168
H 2.7086 4.0192 -7.0692
H -6.0592 4.4074 5.7052
H -6.6905 3.6332 7.0399
F 1.4839 -2.3090 -2.8279
C 0.7272 -3.4027 -2.9882
C -0.5445 -3.2804 -3.5372
C -1.3308 -4.4196 -3.7090
C -0.8401 -5.6683 -3.3194
C 0.4357 -5.7801 -2.7647
C 1.2259 -4.6423 -2.6034
H -0.9121 -2.3012 -3.8262
H -2.3234 -4.3357 -4.1444
H -1.4555 -6.5560 -3.4495
H 0.8138 -6.7525 -2.4584
H 2.2233 -4.7122 -2.1822
F 2.2656 0.4290 -8.3097
C 3.1823 0.3960 -9.2861
C 3.0987 -0.5829 -10.2702
C 4.0500 -0.6145 -11.2899
C 5.0815 0.3275 -11.3078
C 5.1597 1.3030 -10.3127
C 4.2020 1.3411 -9.2996
H 2.2952 -1.3113 -10.2353
H 3.9890 -1.3709 -12.0684
H 5.8258 0.2998 -12.1008
H 5.9659 2.0325 -10.3264
H 4.2425 2.0979 -8.5232
F 1.8463 -3.8544 1.7101
C 3.1781 -3.8951 1.8485
C 3.9243 -2.7422 1.6303
C 5.3105 -2.7829 1.7793
C 5.9368 -3.9801 2.1345
C 5.1796 -5.1332 2.3464
C 3.7926 -5.0894 2.2083
H 3.4213 -1.8234 1.3468
H 5.9022 -1.8850 1.6185
H 7.0185 -4.0125 2.2462
H 5.6697 -6.0649 2.6188
H 3.1879 -5.9741 2.3779
F 0.6311 -8.5423 -2.4834
C 0.2299 -9.2579 -3.5425
C 1.1214 -9.5004 -4.5818
C 0.7057 -10.2498 -5.6823
C -0.6016 -10.7395 -5.7362
C -1.4905 -10.4865 -4.6904
C -1.0711 -9.7466 -3.5850
H 2.1303 -9.1048 -4.5263
H 1.3973 -10.4515 -6.4965
H -0.9268 -11.3202 -6.5968
H -2.5087 -10.8652 -4.7364
H -1.7462 -9.5481 -2.7592
*
```

Record 3
C37H32BrCaClN5O5PS as an isolated structure. Source: the Open Molecules 2025 dataset; level of theory: ωB97M-V with the def2-TZVPD basis set.

## Properties
E = -177709.07666 eV
lowest unoccupied orbital energy = 0.0151 Ha
HOMO energy = -7.8 eV

The geometry in ORCA input format:
```
! RIJCOSX wB97M-V def2-TZVPD def2/J DEFGRID3
* xyz 0 1
Ca 0.2742 -0.8672 0.2060
O 1.5931 1.9133 5.5481
C 2.6685 1.2372 5.1928
O 3.6766 1.2237 5.8590
C 2.5957 0.4696 3.9202
C 3.6477 -0.2873 3.4360
N 3.2458 -0.8190 2.2710
N 2.0018 -0.4585 1.9610
C 1.5792 0.3142 2.9475
C 0.1555 0.8093 2.8686
O -0.2467 1.6210 3.7216
O -0.5141 0.3467 1.9090
H 0.8448 1.8168 4.8866
H 4.6190 -0.4691 3.8618
H 3.7182 -1.4862 1.6774
Cl 2.6228 0.6277 -1.1095
C 2.1445 1.0881 -2.7171
C 3.0214 0.8541 -3.7620
C 2.6492 1.2316 -5.0426
C 1.4207 1.8374 -5.2569
C 0.5577 2.0621 -4.1966
C 0.9032 1.6866 -2.8985
P -0.1936 1.8583 -1.4506
C 0.5897 3.2565 -0.5767
C 0.3739 3.3652 0.7961
C 0.9404 4.4024 1.5210
C 1.7363 5.3381 0.8787
C 1.9637 5.2343 -0.4862
C 1.3947 4.1997 -1.2133
C -1.6904 2.5821 -2.1826
C -1.9945 3.9392 -2.1215
C -3.1761 4.4131 -2.6716
C -4.0571 3.5393 -3.2898
C -3.7611 2.1843 -3.3494
C -2.5907 1.7048 -2.7857
H 3.9758 0.3835 -3.5712
H 3.3209 1.0484 -5.8704
H 1.1308 2.1380 -6.2550
H -0.3989 2.5355 -4.3724
H -0.2160 2.6181 1.3094
H 0.7742 4.4585 2.5892
H 2.1870 6.1444 1.4426
H 2.5931 5.9596 -0.9860
H 1.5813 4.1228 -2.2776
H -1.3094 4.6275 -1.6440
H -3.4075 5.4689 -2.6148
H -4.9786 3.9118 -3.7178
H -4.4514 1.4975 -3.8219
H -2.3724 0.6435 -2.8025
Br -1.2775 -3.1094 1.5722
C 0.2433 -4.2419 1.8726
C 0.1068 -5.2015 2.8333
C 1.1801 -6.0725 3.0917
C 2.3365 -5.9478 2.3779
C 2.4780 -4.9536 1.3810
C 3.6827 -4.8373 0.6511
C 3.8027 -3.8740 -0.3089
C 2.7339 -2.9844 -0.5581
C 1.5208 -3.0108 0.1114
C 1.4121 -4.0463 1.0946
H -0.8150 -5.2928 3.3912
H 1.0759 -6.8311 3.8559
H 3.1713 -6.6129 2.5660
H 4.4906 -5.5284 0.8607
H 4.7189 -3.7904 -0.8841
H 2.9033 -2.2360 -1.3314
C -4.7916 -3.6986 -0.7974
C -4.9170 -3.0004 0.5498
C -4.2560 -1.6621 0.5739
N -3.4254 -1.2291 -0.3094
N -2.9119 0.0075 -0.0549
C -3.3727 0.5287 1.0424
N -3.0742 1.7796 1.4762
S -4.5036 -0.5144 1.8678
H -5.2799 -4.6713 -0.7597
H -3.7436 -3.8491 -1.0524
H -5.2516 -3.1082 -1.5891
H -4.4645 -3.6187 1.3311
H -5.9677 -2.8801 0.8239
H -2.3311 2.2029 0.9398
H -2.9408 1.8810 2.4715
O -0.9889 -1.6697 -1.6975
H -0.7527 -2.6069 -1.7157
H -1.9336 -1.6474 -1.4375
*
```

Record 4
C12H33LiN4O6 as an isolated structure in a non-equilibrium geometry. Source: the Open Molecules 2025 dataset; level of theory: ωB97M-V with the def2-TZVPD basis set.

## Properties
E = -31418.06283 eV
lowest unoccupied orbital energy (spin up / spin down) = -0.1207 / -0.2818 Ha
HOMO energy (spin up / spin down) = -12.3 / -12.3 eV

The geometry in ORCA input format:
```
! RIJCOSX wB97M-V def2-TZVPD def2/J DEFGRID3
* xyz 1 2
Li -0.2390 -0.2375 -0.5746
N -2.3467 -2.5029 0.0537
O -1.7056 -1.7543 -0.6345
O -1.8738 -2.9642 1.0677
O -3.4693 -2.7870 -0.2801
C -2.6713 1.0486 1.8408
C -2.8088 1.3785 0.2941
C -3.6503 2.6474 0.1739
O -2.8333 3.7579 0.5285
C -3.1512 4.2977 1.7624
N -1.4782 1.5590 -0.3154
H -1.8539 1.6463 2.2442
H -2.3158 0.0214 1.9211
H -3.5712 1.2732 2.4135
H -3.3197 0.5590 -0.2112
H -4.5998 2.7557 0.6980
H -3.8212 2.7303 -0.8995
H -3.3229 3.5501 2.5368
H -4.1560 4.6992 1.6316
H -2.5542 5.1196 2.1576
H -1.0755 2.2385 0.3141
H -1.5457 2.0528 -1.1939
C 2.7889 -1.5121 2.1140
C 1.9309 -1.6531 0.9144
C 1.4841 -3.0759 0.5741
O 2.6678 -3.8858 0.3316
C 2.3710 -5.2828 0.2299
N 0.6495 -0.9723 1.2463
H 2.2914 -1.8229 3.0326
H 3.1307 -0.4842 2.2352
H 3.5890 -2.2436 2.0002
H 2.4293 -1.2378 0.0385
H 0.8399 -3.0482 -0.3047
H 0.8629 -3.5885 1.3086
H 1.8090 -5.4511 -0.6888
H 1.8221 -5.6897 1.0792
H 3.3056 -5.8378 0.1487
H 0.1888 -1.5133 1.9640
H 0.8552 -0.0546 1.6147
C 1.8695 0.3488 -4.1056
C 1.6115 0.2058 -2.5660
C 1.7320 1.4852 -1.6890
O 1.4589 1.0819 -0.3881
C 1.6316 2.0905 0.6328
N 0.2940 -0.2544 -2.5194
H 1.2067 1.0800 -4.5683
H 1.5865 -0.4747 -4.7613
H 2.8883 0.7235 -4.2043
H 2.3473 -0.4664 -2.1246
H 1.0763 2.3252 -1.9183
H 2.7398 1.8803 -1.8174
H 1.3519 1.5910 1.5604
H 0.9721 2.9478 0.4979
H 2.6338 2.5156 0.6879
H 0.1725 -1.1637 -2.9419
H -0.2253 0.3480 -3.1419
*
```

Record 5
C62H41Cl4N10O3Zr as an isolated structure. Source: the Open Molecules 2025 dataset; level of theory: ωB97M-V with the def2-TZVPD basis set.

## Properties
E = -137376.27836 eV
lowest unoccupied orbital energy = -0.1374 Ha
HOMO energy = -9.3 eV

The geometry in ORCA input format:
```
! RIJCOSX wB97M-V def2-TZVPD def2/J DEFGRID3
* xyz 1 1
Zr 0.0739 0.0716 0.2851
Cl -4.1131 6.3526 6.2149
C -3.3708 5.1268 5.2390
C -2.5105 4.2131 5.8272
C -1.9184 3.2396 5.0384
C -2.1798 3.1674 3.6722
C -3.0501 4.0944 3.1056
C -3.6467 5.0756 3.8823
C -1.5163 2.1209 2.8428
C -2.3046 1.1817 2.2108
C -3.7482 1.1544 2.2505
C -4.1561 0.2009 1.3915
C -2.9644 -0.4431 0.8817
C -2.9533 -1.6523 0.1842
C -4.0883 -1.9437 -0.7332
C -4.5800 -3.2122 -1.0583
C -5.5867 -3.3818 -1.9933
C -6.1187 -2.2799 -2.6427
Cl -7.3725 -2.4967 -3.8169
C -5.6395 -1.0116 -2.3700
C -4.6308 -0.8558 -1.4330
C -1.8507 -2.5134 0.4015
N -0.5869 -2.0691 0.6666
C 0.1748 -3.1985 0.9352
C 1.5492 -3.2625 1.0543
C 2.1942 -4.5950 1.2355
C 2.0740 -5.6012 0.2798
C 2.6856 -6.8323 0.4571
C 3.4196 -7.0620 1.6091
Cl 4.1844 -8.5989 1.8414
C 3.5479 -6.0813 2.5799
C 2.9383 -4.8528 2.3854
C 2.3965 -2.1417 1.0258
C 3.8241 -2.1836 0.9969
C 4.2610 -0.8946 1.0512
C 3.0993 -0.0737 1.1449
N 1.9697 -0.8469 1.0769
C 3.0860 1.2782 1.5106
C 1.9471 1.8975 2.0084
C 1.8983 3.1909 2.6202
C 0.6358 3.3651 3.0836
C -0.1200 2.2114 2.6913
N 0.6861 1.3204 2.0475
C 4.3715 2.0216 1.4480
C 5.0232 2.1626 0.2244
C 6.2212 2.8513 0.1265
C 6.7813 3.3960 1.2709
Cl 8.2782 4.2617 1.1590
C 6.1673 3.2478 2.5041
C 4.9668 2.5598 2.5865
C -0.6772 -4.3517 0.9228
C -1.9060 -3.9429 0.5399
N -1.8554 0.1683 1.3910
H -2.3114 4.2647 6.8884
H -1.2488 2.5197 5.4933
H -3.2567 4.0610 2.0430
H -4.3186 5.7983 3.4404
H -4.3646 1.7748 2.8791
H -5.1657 -0.1154 1.1908
H -4.1958 -4.0988 -0.5896
H -5.9604 -4.3713 -2.2173
H -6.0375 -0.1543 -2.8955
H -4.2283 0.1368 -1.2782
H 1.4894 -5.4242 -0.6140
H 2.5959 -7.6107 -0.2877
H 4.1157 -6.2824 3.4775
H 3.0306 -4.0847 3.1430
H 4.4219 -3.0791 0.9666
H 5.2792 -0.5437 1.0900
H 2.7290 3.8698 2.7175
H 0.2462 4.2076 3.6307
H 4.5868 1.7242 -0.6652
H 6.7242 2.9634 -0.8242
H 6.6310 3.6602 3.3892
H 4.4980 2.4212 3.5524
H -0.3787 -5.3474 1.2044
H -2.7882 -4.5516 0.5026
O -3.4525 3.4258 -2.8905
C -2.9313 4.2225 -1.9437
C -3.3261 5.5625 -1.9419
C -2.8328 6.4344 -0.9953
C -1.9314 5.9996 -0.0212
C -1.5375 4.6790 -0.0226
C -2.0207 3.7727 -0.9736
C -1.5364 2.3818 -0.9251
O -0.6463 2.0902 -0.0543
N -2.0121 1.5115 -1.7869
N -1.3612 0.2910 -1.6688
C -1.7080 -0.5507 -2.5652
C -1.0655 -1.8534 -2.7516
C -1.6653 -2.7989 -3.5735
C -1.0023 -3.9978 -3.7887
C 0.2360 -4.1850 -3.2011
C 0.7551 -3.1753 -2.3969
N 0.1166 -2.0382 -2.1604
H -3.0797 2.5249 -2.7638
H -4.0284 5.8879 -2.6974
H -3.1548 7.4680 -1.0091
H -1.5600 6.6832 0.7303
H -0.8525 4.3037 0.7286
H -2.4982 -0.2687 -3.2575
H -2.6290 -2.5976 -4.0235
H -1.4402 -4.7629 -4.4157
H 0.8014 -5.0932 -3.3615
H 1.7264 -3.2822 -1.9271
C 2.8192 -0.0591 -3.7523
N 2.7489 1.2196 -3.0427
C 3.3136 2.3506 -3.5482
C 3.2215 3.5363 -2.9123
C 2.5008 3.5408 -1.6774
N 1.9694 2.4324 -1.1854
C 2.0511 1.2907 -1.8593
O 1.5234 0.2239 -1.4389
N 2.3461 4.6552 -0.9590
H 3.6106 0.0037 -4.4943
H 1.8687 -0.2740 -4.2381
H 3.0400 -0.8488 -3.0397
H 3.8363 2.2330 -4.4871
H 3.6740 4.4244 -3.3251
H 2.6595 5.5474 -1.2957
H 1.7546 4.6149 -0.1430
*
```

Record 6
A 8-piece molecular cluster, C8H26O7 overall in a non-equilibrium geometry. Source: the Open Molecules 2025 dataset; level of theory: ωB97M-V with the def2-TZVPD basis set.

## Properties
SMILES = C=C/C(=C\C)C(=C)C.O.O.O.O.O.O.O
E = -23047.44123 eV
lowest unoccupied orbital energy = 0.0057 Ha
HOMO energy = -9.0 eV

The geometry in ORCA input format:
```
! RIJCOSX wB97M-V def2-TZVPD def2/J DEFGRID3
* xyz 0 1
C -1.6180 -2.2603 0.7157
C -0.8747 -1.2325 1.1223
C -0.8802 0.2236 0.9385
C -0.2955 1.0815 1.7677
C 0.6738 0.6312 2.8109
C -1.8078 0.7352 -0.1370
C -1.3825 1.4337 -1.1728
C -3.2713 0.5951 0.2147
H -2.5326 -2.0281 0.1506
H -1.5946 -3.2650 1.0782
H -0.1331 -1.4468 1.8759
H -0.4252 2.1569 1.7155
H 1.3835 1.4445 2.8650
H 0.2588 0.3293 3.7974
H 1.2608 -0.2508 2.5339
H -0.4219 1.5610 -1.6299
H -2.0596 1.7478 -1.9787
H -3.4675 1.5141 0.8688
H -3.9439 0.7407 -0.6432
H -3.5666 -0.3220 0.7428
O 3.7058 -0.5944 -0.4120
H 3.5999 -1.0154 -1.2608
H 3.8139 0.3702 -0.5341
O -2.4801 -0.8180 3.4465
H -2.7787 -0.9911 2.5603
H -2.3170 0.0454 3.8143
O 1.9427 -1.9522 1.1956
H 2.8198 -1.7477 1.5395
H 2.0283 -1.5495 0.3049
O 0.9871 -0.1018 -4.3738
H 0.3959 -0.8233 -4.0991
H 0.2981 0.5652 -4.4842
O 2.1633 0.3548 -1.9730
H 1.5573 0.8373 -1.4067
H 1.9329 0.4477 -2.9177
O 4.0830 2.0851 -0.6035
H 3.7818 2.3747 0.2826
H 3.3639 2.4136 -1.1549
O -1.1874 -1.0968 -2.7889
H -0.9357 -1.4416 -1.9213
H -2.0766 -0.7514 -2.8499
*
```